No. 1
ORCA calculation (the ωB97M-V functional and the def2-TZVPD basis) on a 2-piece molecular cluster, C5H14N4 overall.

XYZ file:
```
23
Properties=species:S:1:pos:R:3:forces:R:3:mulliken_charge:R:1
C 1.6624 -1.2758 0.3576 -0.7113 -0.2460 0.1797 -0.858
C 3.0244 0.3959 -0.7325 0.3182 0.6880 0.6497 -0.970
N 1.7395 0.0656 -0.1625 -0.4268 -0.0351 -0.6480 0.182
C 0.9220 1.0840 0.3296 -0.1854 3.0771 -1.1917 0.096
N 1.4075 2.2428 0.5930 2.2700 -1.3404 0.6569 -0.686
H 1.0233 3.0877 0.9917 -1.2419 -0.6459 -0.6558 0.210
H -0.1451 1.0987 0.0542 0.1389 -1.2588 0.9708 0.305
H 0.6232 -1.5712 0.4969 0.0668 0.1161 0.0744 0.176
H 2.0700 -1.9936 -0.3598 0.1704 0.1817 0.0764 0.297
H 2.1814 -1.3642 1.3195 0.1765 -0.1143 -0.0525 0.318
H 2.9721 1.3977 -1.1594 0.0647 -0.1136 0.0011 0.326
H 3.7984 0.4122 0.0434 0.1875 0.0774 -0.0629 0.328
H 3.3385 -0.3200 -1.4959 -0.3359 -0.1140 0.0608 0.301
C -3.2911 -0.1476 0.8780 0.2801 0.7428 -0.1207 -1.261
N -1.7353 -0.1448 -1.5577 -0.3471 -0.0145 -0.0331 -0.454
C -1.8836 -0.6384 0.6735 -0.7431 -2.2444 -2.0284 0.248
N -1.3441 -0.8601 -0.4975 0.1972 1.0086 2.0317 -0.189
H -2.6838 0.2155 -1.6076 0.2916 -0.0762 -0.2428 0.184
H -1.1882 -0.3286 -2.3850 -0.5280 -0.0181 0.0618 0.196
H -1.4941 -1.2819 1.4506 0.3217 0.1184 0.1389 0.292
H -3.6614 -0.4483 1.8541 0.0731 0.1956 0.1054 0.333
H -3.9870 -0.5626 0.1450 0.1319 -0.1292 -0.1729 0.325
H -3.3491 0.9370 0.7707 -0.1691 0.1449 0.2009 0.302
```
Forces are in eV/Å.

- structure (SMILES) = [H]/N=C/N(C)C.C/C=N\N
- orbital gap (Ha) = 0.3297
- ΔE to the lowest compared entry with this formula, charge and spin (kcal/mol) = 69.5

No. 2
ORCA calculation (the ωB97M-V functional and the def2-TZVPD basis) on a 2-piece molecular cluster, C5H14N4O overall.

XYZ file:
```
24
Properties=species:S:1:pos:R:3:forces:R:3:mulliken_charge:R:1
C -0.6554 1.1687 -0.8601 1.3779 -0.7715 2.3203 0.489
C -1.0839 -0.1009 -1.5062 0.7826 -1.3240 -0.0938 -1.299
C 0.4562 1.8901 -1.5967 -0.0900 -0.0033 -0.0713 -1.439
C -0.2228 0.7728 0.7885 -2.9599 3.2048 -1.9675 0.577
N 0.5342 1.7621 1.3647 0.1821 -0.4410 -0.0611 -0.363
O -1.1187 0.2383 1.4369 0.5461 -0.5801 0.1600 -0.762
H -1.4967 1.8305 -0.6418 0.1054 0.0056 0.0038 0.329
H 1.1766 2.3046 0.8153 -0.0639 0.0284 0.2140 0.178
H 0.3247 1.9907 2.3229 0.2651 -0.0011 -0.0329 0.248
H -1.2210 -0.0174 -2.5829 -0.2352 0.1505 -0.0546 0.406
H -1.9644 -0.5157 -1.0265 -0.2851 0.0732 -0.0865 0.290
H -0.2682 -0.8729 -1.3466 -1.0459 1.0273 -0.6306 0.405
H 0.6758 2.8676 -1.1641 0.0303 -0.0082 0.0006 0.375
H 0.1667 2.0625 -2.6368 0.0248 -0.0035 0.0373 0.415
H 1.3682 1.2892 -1.6090 0.0189 0.0129 -0.0378 0.255
N 0.0536 -2.7260 0.4384 -0.4905 0.0890 -0.1795 -0.107
N -0.6678 -2.6141 1.6500 0.4130 0.1515 0.1974 -0.610
C 1.2817 -0.7673 0.5992 0.5092 -3.2291 -0.9106 -0.931
N 0.7695 -1.7580 -0.1282 1.4448 1.1307 1.5577 -0.241
H -0.4663 -3.2493 -0.2525 0.0838 0.1148 0.1066 0.269
H -1.0845 -1.6814 1.7292 0.1948 -0.2056 -0.1284 0.400
H -0.0224 -2.7528 2.4251 -0.1455 -0.0240 -0.1152 0.266
H 1.3821 -0.8831 1.6771 -0.4645 0.3186 -0.0348 0.383
H 2.0829 -0.2384 0.1042 -0.1986 0.2842 -0.1931 0.467
```
Forces are in eV/Å.

- structure (SMILES) = CC(C)C(N)=O.C=NNN
- orbital gap (Ha) = 0.3201
- ΔE to the lowest compared entry with this formula, charge and spin (kcal/mol) = 89.9

No. 3
ORCA calculation (the ωB97M-V functional and the def2-TZVPD basis) on a 3-piece molecular cluster, C5H14N4OS overall.

XYZ file:
```
25
Properties=species:S:1:pos:R:3:forces:R:3:mulliken_charge:R:1
C -4.6239 -4.4213 -6.4297 1.6267 -1.3114 2.3636 0.243
C 3.2727 0.8482 4.8539 -0.3391 -0.4715 -0.0778 0.006
C -5.3138 -3.7433 -7.4344 -0.8747 1.2822 -1.2380 -0.337
C -4.7518 -2.2927 -7.5456 0.1299 0.0140 -0.2523 -0.426
C 3.7641 4.5945 5.9007 0.0132 0.0916 -0.0504 0.125
N -4.0328 -4.9028 -5.5699 -0.9642 0.6938 -1.4063 0.061
N 4.3742 0.3037 4.3853 0.0931 0.0221 0.0695 -0.331
N 2.8017 0.5866 6.0520 0.0690 -0.2619 0.0800 -0.322
N 4.2891 5.8023 5.8522 -0.0054 -0.0020 0.0886 -0.308
O -4.7806 -1.7506 -6.2547 -0.0865 -0.1242 0.2269 -0.497
S 4.3424 3.3134 5.0492 0.3553 0.1593 -0.1876 -0.355
H -5.2325 -4.2663 -8.3921 0.0238 -0.0762 0.1233 0.336
H -6.3702 -3.6977 -7.1404 0.0879 -0.0804 -0.0182 0.290
H -5.3924 -1.7429 -8.2428 0.0627 -0.1790 0.0150 0.355
H -3.7289 -2.3261 -7.9441 -0.1827 -0.0387 -0.0245 0.325
H 2.9003 4.4603 6.5472 0.0257 0.3030 0.0561 0.290
H -3.5363 -5.3157 -4.8050 0.1436 -0.1580 0.2049 0.327
H 4.7232 0.5679 3.4772 -0.0719 -0.0099 0.0297 0.264
H 5.0132 -0.1869 4.9936 0.0238 0.0077 -0.0466 0.215
H 1.9242 0.9717 6.3606 0.0601 0.0502 -0.0793 0.247
H 3.3489 0.0783 6.7342 -0.1015 0.0924 -0.0627 0.218
H 3.9306 6.5674 6.3982 -0.0560 0.0281 0.0585 0.248
H 5.1064 5.9632 5.2779 -0.0946 0.0076 0.0454 0.217
H 2.6417 1.3824 4.1573 0.0569 0.0037 0.1192 0.485
H -4.6695 -0.7936 -6.2805 0.0048 -0.0426 -0.0369 0.323
```
Forces are in eV/Å.

- orbital gap (Ha) = 0.2979
- net charge = +2
- ΔE to the lowest compared entry with this formula, charge and spin (kcal/mol) = 0.0

No. 4
ORCA calculation (the ωB97M-V functional and the def2-TZVPD basis) on an isolated ion of composition C5H14N7 and charge +1.

XYZ file:
```
26
Properties=species:S:1:pos:R:3:forces:R:3:mulliken_charge:R:1
C -0.6251 1.5864 -0.0951 -3.9892 0.0854 -2.2299 0.509
C 2.0541 -0.0580 -1.4735 -0.0481 1.6416 3.1403 -0.568
C 1.9102 -0.7490 -0.3239 -1.3937 2.6373 -0.6451 -0.753
C 0.9664 -0.0456 0.8146 3.9449 -0.7315 -1.6701 0.716
C -1.0847 -1.1735 0.0654 -2.7803 -0.2041 -1.2203 0.639
N 0.5666 1.3158 0.3459 0.6787 -1.3009 1.0780 -0.311
N -0.0490 -1.0085 0.9176 -0.4467 -0.6036 6.2676 -0.331
N -1.4787 0.5337 -0.2804 2.4288 0.5658 0.7045 -0.332
N -1.0489 2.9196 -0.4256 1.2171 -2.7557 1.4253 -0.518
N 1.7721 0.1556 2.0177 -2.1848 -0.3929 0.8807 -0.681
N -2.2660 -1.7458 0.6491 -0.1156 -0.0826 -0.9836 -0.524
N -0.7316 -1.8189 -1.1314 0.0040 0.2677 0.1925 -0.476
H 2.4685 -0.5114 -2.2897 1.1503 -0.9510 -2.1336 0.430
H 1.9422 1.0773 -1.4839 -0.2461 -1.8782 -0.3025 0.184
H 2.1172 -1.8164 -0.2378 -0.1196 0.3773 0.2993 0.296
H 1.3021 1.9317 0.6320 -0.4472 1.0116 -0.1960 0.290
H -0.3784 -1.1647 1.9373 0.9157 0.4645 -2.2385 0.319
H -2.3651 0.6032 -0.7162 -0.7293 0.7981 -0.3182 0.207
H -0.3109 3.5275 -0.6921 0.8048 0.5546 0.0436 0.247
H -1.7448 2.9356 -1.1256 -1.0096 -0.1223 -0.5914 0.259
H 1.1572 0.4814 2.8452 1.8773 -0.3063 -1.7805 0.275
H 2.6619 0.6427 1.8323 -0.9306 -0.3664 0.4653 0.296
H -2.9593 -2.1720 -0.0122 1.2913 0.5868 1.2062 0.211
H -2.4479 -1.9131 1.6586 0.6104 0.5195 -1.4183 0.190
H -1.4183 -2.1543 -1.7664 -0.9897 -0.1516 -0.0024 0.254
H -0.0098 -1.3791 -1.6620 0.5073 0.3366 0.0271 0.171
```
Forces are in eV/Å.

- structure (SMILES) = C=C[C@@]1(N)NC(=[NH2+])NC(N)(N)N1
- orbital gap (Ha) = 0.3840
- net charge = +1
- ΔE to the lowest compared entry with this formula, charge and spin (kcal/mol) = 48.7

No. 5
ORCA calculation (the ωB97M-V functional and the def2-TZVPD basis) on a 2-piece molecular cluster, C5H14NO overall.

XYZ file:
```
21
Properties=species:S:1:pos:R:3:forces:R:3:mulliken_charge:R:1
C 1.9045 -1.5316 0.0005 -0.1752 0.0302 0.1569 -0.511
O 0.7107 -0.9401 0.2197 -0.0267 -0.0040 -0.0266 -0.719
C 3.0040 -0.5307 -0.4043 -0.0656 -0.0106 0.0269 -1.058
H 1.8623 -2.3054 -0.8088 0.1098 -0.0503 -0.0068 0.198
H 2.3002 -2.0816 0.8988 0.0181 -0.0194 -0.1058 0.241
H 3.9657 -1.0250 -0.6058 -0.0086 0.0819 0.0403 0.379
H 3.1178 0.2161 0.3873 0.1047 -0.0706 0.0445 0.255
H 2.6798 0.0111 -1.2940 0.0109 -0.0077 -0.1510 0.233
C -1.4341 1.1942 0.9067 -0.0360 0.2547 -0.0124 -0.368
C -2.2090 0.3703 -0.1276 -0.0525 0.0247 -0.2328 -0.422
C -1.6249 0.5163 -1.5303 0.0754 -0.1815 -0.0289 -1.121
N -1.0157 0.3503 2.0127 -0.2396 -0.3896 0.1892 -0.901
H -2.0574 2.0111 1.2873 -0.1003 0.0135 0.0547 0.388
H -0.5918 1.6760 0.3959 0.1711 -0.0768 -0.0461 0.263
H -3.2739 0.6364 -0.1056 0.0587 -0.0761 -0.0375 0.348
H -2.1213 -0.6760 0.1546 -0.0279 -0.0932 0.0976 0.286
H -0.5683 0.2462 -1.4680 0.0278 -0.0120 0.0168 0.179
H -1.7127 1.5369 -1.8999 -0.0309 0.1979 -0.0765 0.339
H -2.0899 -0.1526 -2.2656 -0.0962 0.0895 0.1494 0.336
H -0.4237 0.8632 2.6537 0.0719 0.0903 -0.0612 0.219
H -0.4223 -0.3849 1.5928 0.2110 0.2092 0.0090 0.434
```
Forces are in eV/Å.

- orbital gap (Ha) = 0.2603
- net charge = -1
- ΔE to the lowest compared entry with this formula, charge and spin (kcal/mol) = 5.0

No. 6
ORCA calculation (the ωB97M-V functional and the def2-TZVPD basis) on a 2-piece molecular cluster, C5H14NO overall.

XYZ file:
```
21
Properties=species:S:1:pos:R:3:forces:R:3:mulliken_charge:R:1
C -1.4746 0.7375 -0.3935 -0.4502 0.0371 -0.4444 -0.940
C -0.3264 0.8368 -1.3298 0.0523 0.2214 -0.3940 0.759
C 0.8943 0.3428 -1.3161 0.1654 0.0954 0.4592 -0.801
N -0.6467 1.7452 -2.4897 0.0364 0.1398 0.1824 -0.297
H -1.3475 -0.0933 0.2847 0.0815 0.0846 0.2216 0.045
H -1.5637 1.6821 0.1568 0.0909 -0.2479 0.1758 0.366
H -2.4265 0.6021 -0.9279 0.2106 -0.0874 0.0348 0.428
H 1.6918 0.7084 -1.9562 -0.2209 -0.2809 -0.2629 0.241
H 1.1796 -0.3776 -0.5603 -0.0594 0.1442 0.0186 0.034
H -1.2145 2.5454 -2.2001 0.0474 0.0397 0.0413 0.388
H -1.1841 1.2364 -3.1946 0.0013 -0.0182 -0.0519 0.362
H 0.2079 2.0956 -2.9229 0.0095 0.0184 -0.0969 0.344
C 1.1057 -0.8291 2.1681 -0.2250 -0.3028 0.2147 -0.244
O -0.0260 -0.0497 2.5627 0.0461 -0.0380 -0.4311 -0.500
C 0.6977 -2.0735 1.3765 0.3341 0.2021 0.7048 -1.176
H 1.7749 -0.1926 1.5928 -0.0017 0.1892 -0.0401 0.288
H 1.6395 -1.1330 3.0733 0.1132 0.0025 -0.1344 0.302
H -0.7910 -0.6264 2.4876 -0.1129 0.0354 0.3203 0.328
H -0.0938 -1.8594 0.6647 -0.1003 0.0225 -0.2034 0.335
H 1.5618 -2.4648 0.8460 0.0136 -0.2170 -0.0766 0.350
H 0.3416 -2.8330 2.0778 -0.0319 -0.0402 -0.2377 0.385
```
Forces are in eV/Å.

- orbital gap (Ha) = 0.3492
- net charge = +1
- ΔE to the lowest compared entry with this formula, charge and spin (kcal/mol) = 48.6